Entry 1:
2 unconnected molecules or ions with the total composition C3H8NO at a distorted geometry. Source: OMol25; level of theory: the ωB97M-V functional and the def2-TZVPD basis.

CARTESIAN COORDINATES (ANGSTROEM)
C  -2.443  -0.523  -0.377
C  1.166  -0.701  -0.633
H  1.749  0.666  1.963
H  0.414  1.078  0.909
C  1.504  0.942  0.930
H  -2.734  -1.367  0.284
H  -3.372  -0.027  -0.739
H  0.081  -0.595  -0.417
N  2.030  -0.027  0.009
H  1.969  1.927  0.770
O  -1.532  0.311  0.181
H  1.570  -1.464  -1.308
H  -2.057  -1.078  -1.284

Values from the calculation:
- Relative energy (zero: lowest compared OMol25 entry of this formula, charge and spin): 1.161 eV
- Charge: -1
- HOMO level: -2.49 eV

=====

Entry 2:
A molecular structure, C32H24N7O5Pb at a distorted geometry. Source: OMol25; level of theory: the ωB97M-V functional and the def2-TZVPD basis.

CARTESIAN COORDINATES (ANGSTROEM)
C  0.975  4.513  3.240
H  2.228  -5.109  -1.966
N  -1.706  -1.161  0.339
C  0.595  1.362  3.048
H  -1.119  -3.650  -4.220
H  1.526  -0.561  -5.971
C  1.848  -1.348  3.544
N  -4.120  -4.907  0.922
C  -3.312  4.281  3.816
H  0.727  -5.325  -3.923
N  0.339  -2.378  -1.473
H  2.027  -0.388  -3.546
H  -1.308  1.101  4.682
C  -1.447  2.816  3.387
C  0.605  -4.501  -3.233
H  1.077  3.065  0.179
H  -1.568  2.467  0.893
O  -1.591  1.427  -1.267
H  -3.307  1.676  5.976
C  1.099  0.001  -3.952
H  2.846  -0.022  2.340
C  -1.770  1.772  -2.509
C  2.254  4.752  0.786
H  -2.176  1.490  -5.173
H  -4.606  3.705  5.428
C  0.819  -0.096  -5.298
C  -0.410  -3.572  -3.409
C  -0.884  1.093  -3.526
H  2.645  -4.329  2.254
C  1.904  5.521  3.036
C  2.544  5.642  1.809
C  -2.993  2.319  5.165
H  -1.266  -1.773  -2.612
N  0.260  0.572  -3.078
C  -1.862  1.995  4.428
C  2.060  -2.584  1.046
O  -0.801  1.972  1.215
H  2.125  6.218  3.834
O  0.834  0.356  2.130
N  1.902  -1.307  1.049
Pb  0.010  0.081  -0.443
H  2.741  4.850  -0.175
C  1.885  -0.582  2.291
H  2.265  -3.264  4.431
N  -3.615  -2.486  1.030
O  1.103  1.347  4.126
C  2.334  -3.288  2.295
C  1.446  -4.382  -2.147
C  -2.179  3.962  3.085
H  -1.856  4.616  2.282
C  1.324  3.740  0.989
H  3.263  6.435  1.649
H  0.479  4.419  4.198
C  -3.860  -3.781  0.956
H  -3.875  5.173  3.573
C  -2.619  -1.833  0.664
C  -1.242  1.038  -4.869
H  1.638  -0.806  4.459
C  2.168  -2.689  3.520
H  2.434  -4.277  0.054
O  -2.577  2.589  -2.903
H  -0.644  0.353  -6.810
C  -0.302  2.462  2.454
N  2.008  -3.372  -0.066
C  0.676  3.623  2.213
C  -0.497  -2.531  -2.512
C  1.248  -3.315  -1.276
C  -0.387  0.424  -5.761
C  -3.719  3.458  4.858

Values from the calculation:
- Relative energy (zero: lowest compared OMol25 entry of this formula, charge and spin): 0.358 eV
- Charge: +1
- HOMO level (spin up / spin down): -10.65 / -10.65 eV

=====

Entry 3:
A molecular structure, C12H13Br2N at a distorted geometry. Source: OMol25; level of theory: the ωB97M-V functional and the def2-TZVPD basis.

CARTESIAN COORDINATES (ANGSTROEM)
H  -3.630  1.172  -0.287
H  -0.542  -2.740  -1.104
C  -2.591  -1.446  1.448
C  2.293  1.335  -1.337
H  1.223  -2.485  -0.490
C  -0.059  -1.115  0.516
N  -1.605  0.512  0.044
H  0.192  -0.145  2.498
C  -1.484  -0.722  0.621
Br  -2.411  -3.217  1.997
C  0.526  -1.004  1.920
C  -2.652  1.499  0.056
H  0.269  -1.815  2.608
C  -0.325  0.969  -0.452
H  3.325  1.441  -1.822
C  -0.021  2.053  -1.224
H  2.699  -0.542  -0.331
H  1.624  -1.091  1.730
H  1.442  3.039  -2.397
H  -0.771  2.803  -1.419
H  -2.209  2.241  -0.604
C  0.123  -2.442  -0.207
H  -0.094  -3.260  0.560
C  1.908  0.233  -0.566
H  -2.710  1.740  1.085
C  0.627  0.052  -0.121
C  1.277  2.271  -1.623
Br  -4.438  -0.945  1.236

Values from the calculation:
- Charge: 0
- HOMO level: -7.15 eV

=====

Entry 4:
12 unconnected molecules or ions with the total composition C24H72O24 at a distorted geometry. Source: OMol25; level of theory: the ωB97M-V functional and the def2-TZVPD basis.

CARTESIAN COORDINATES (ANGSTROEM)
C  -18.237  -15.431  3.170
C  -18.198  -10.504  3.071
H  -19.423  -14.658  7.252
C  -20.815  -10.314  7.886
H  -19.580  -6.908  9.890
O  -21.563  -13.538  0.618
H  -19.121  -9.941  8.633
O  -16.813  -10.903  3.173
H  -15.686  -13.917  4.932
H  -19.704  -5.661  4.129
H  -14.435  -12.626  -1.601
H  -18.726  -15.463  0.179
O  -16.326  -13.653  5.596
H  -21.977  -5.042  4.519
H  -17.467  -13.968  1.885
O  -19.430  -16.163  3.441
H  -21.746  -15.310  2.582
O  -20.785  -14.076  5.891
H  -21.621  -10.060  2.020
H  -21.982  -9.127  6.556
O  -22.715  -6.784  3.638
H  -17.972  -14.760  3.987
H  -23.048  -12.607  1.647
H  -14.335  -11.512  7.401
H  -16.869  -9.900  7.354
O  -20.448  -8.397  1.471
H  -22.555  -10.330  -0.254
C  -16.949  -8.352  8.638
H  -21.712  -6.407  5.523
O  -15.593  -8.901  -2.286
O  -15.266  -8.661  2.207
O  -14.723  -13.715  0.910
O  -20.148  -8.161  6.879
H  -19.737  -12.849  7.130
H  -21.695  -8.370  8.134
O  -15.884  -10.737  6.173
H  -14.572  -7.923  3.938
H  -16.655  -10.446  -0.673
H  -15.145  -14.124  0.151
H  -20.772  -13.560  9.184
H  -14.207  -10.905  -1.003
H  -12.243  -11.594  -0.210
C  -21.548  -9.946  -0.090
H  -19.150  -16.807  4.095
H  -19.787  -10.605  -0.431
H  -22.705  -7.692  3.950
H  -22.053  -13.255  8.021
H  -15.496  -7.762  1.964
C  -14.598  -12.265  0.642
H  -18.622  -10.534  5.117
H  -22.489  -8.668  1.393
O  -21.622  -15.298  8.468
H  -18.146  -12.762  4.495
C  -12.876  -8.328  2.518
O  -17.355  -9.628  8.136
C  -14.963  -11.751  6.542
H  -19.331  -14.311  1.685
C  -20.154  -13.856  7.144
C  -16.594  -8.416  -1.449
H  -15.580  -11.856  0.879
O  -12.627  -12.163  -0.882
H  -21.656  -10.969  8.114
H  -16.247  -10.797  5.287
C  -17.314  -9.583  -0.768
H  -18.550  -10.841  2.096
H  -20.049  -10.751  4.130
H  -22.202  -15.542  7.743
H  -23.386  -15.262  0.739
O  -12.703  -6.948  2.139
H  -18.228  -10.030  -2.474
H  -13.949  -11.839  1.406
C  -18.307  -14.659  1.820
H  -16.975  -7.713  7.755
O  -20.581  -11.042  -0.116
O  -19.941  -10.266  9.012
O  -19.884  -7.745  4.212
O  -19.052  -7.233  9.157
H  -15.479  -8.342  -3.058
O  -19.044  -12.446  4.370
C  -22.219  -13.286  1.844
C  -21.571  -9.247  1.296
H  -19.884  -7.805  5.171
C  -14.235  -8.623  3.173
C  -21.735  -6.104  4.476
H  -17.361  -16.079  3.180
H  -20.456  -6.388  2.768
H  -14.232  -9.535  3.769
H  -14.154  -11.939  5.836
H  -12.076  -8.484  3.241
H  -16.103  -7.939  -0.601
H  -13.004  -6.359  2.835
C  -15.688  -13.095  6.763
O  -23.576  -15.352  1.676
H  -17.636  -9.301  0.234
H  -12.765  -9.015  1.679
H  -16.410  -10.271  2.573
H  -19.715  -7.848  7.677
H  -21.399  -9.390  -1.016
H  -21.545  -12.702  2.470
O  -17.963  -15.510  0.759
H  -18.260  -9.416  3.110
C  -19.008  -11.055  4.241
H  -20.177  -13.746  5.226
C  -21.232  -8.930  7.322
C  -21.236  -13.933  8.271
C  -22.600  -14.642  2.469
H  -22.988  -14.510  3.479
H  -20.189  -10.806  7.141
H  -17.196  -7.068  10.177
H  -21.120  -12.732  0.342
H  -18.109  -8.534  10.451
H  -20.253  -8.138  2.374
C  -17.872  -7.779  9.701
C  -14.072  -11.969  -0.811
O  -18.448  -9.960  -1.542
H  -14.915  -13.815  7.031
H  -17.268  -7.705  -1.927
C  -20.390  -6.462  3.854
H  -15.915  -8.414  8.977
H  -16.348  -12.991  7.624

Values from the calculation:
- Relative energy (zero: lowest compared OMol25 entry of this formula, charge and spin): 0.000 eV
- Charge: -1
- Spin multiplicity: 2
- HOMO level (spin up / spin down): 0.15 / -7.63 eV

=====

Entry 5:
C2H4N2S2 in the gas phase at a distorted geometry. Source: OMol25; level of theory: the ωB97M-V functional and the def2-TZVPD basis.

CARTESIAN COORDINATES (ANGSTROEM)
H  -0.816  1.700  -0.006
H  -3.371  -0.851  -0.443
C  1.227  -0.873  0.267
S  2.569  0.068  -0.314
N  0.039  1.253  0.479
C  0.040  -0.119  0.348
H  0.783  1.691  0.174
H  1.148  -1.913  0.314
S  -2.487  0.073  -0.278
N  -0.989  -0.814  0.342

Values from the calculation:
- Relative energy (zero: lowest compared OMol25 entry of this formula, charge and spin): 3.039 eV
- Charge: 0
- SMILES: N/C(C=S)=N\S
- HOMO level: -9.09 eV

=====

Entry 6:
2 unconnected molecules or ions with the total composition C5H9NO at a distorted geometry. Source: OMol25; level of theory: the ωB97M-V functional and the def2-TZVPD basis.

CARTESIAN COORDINATES (ANGSTROEM)
C  0.411  -0.212  0.294
H  1.968  -1.690  0.037
O  0.510  1.844  -1.913
H  -0.446  1.849  -1.880
H  -2.652  -0.298  1.647
H  0.820  2.194  -1.074
C  -0.369  -0.079  1.455
H  -2.529  -0.796  -0.728
H  2.186  -0.502  1.378
H  -0.295  -0.564  -1.807
H  2.505  -0.172  -0.380
C  1.851  -0.644  0.352
N  -1.728  -0.506  -0.191
C  -0.483  -0.502  -0.755
H  -0.027  0.238  2.429
C  -1.721  -0.160  1.137

Values from the calculation:
- Relative energy (zero: lowest compared OMol25 entry of this formula, charge and spin): 1.542 eV
- Charge: 0
- SMILES: Cc1cc[nH]c1.O
- HOMO level: -7.92 eV

=====

Number 1: E -6776.8311 eV. Number 2: E -59480.9225 eV. Number 3: E -154227.4076 eV. Number 4: E -75188.9056 eV. Number 5: E -26786.9758 eV. Number 6: E -8867.6701 eV.